# C22H24IN4O6Pd

C22H24IN4O6Pd as an isolated structure (wB97M-V/def2-TZVPD, the OMol25 dataset).

XYZ file:
```
58
Properties=species:S:1:pos:R:3
Pd -0.019 -1.039 -0.980
O -3.244 -3.460 3.119
C -2.742 -2.316 3.555
O -3.027 -1.837 4.619
C -1.780 -1.613 2.657
C -1.198 -0.399 2.967
N -0.474 -0.008 1.908
N -0.573 -0.899 0.924
C -1.357 -1.876 1.351
C -1.665 -2.934 0.342
O -2.330 -3.905 0.649
O -1.177 -2.706 -0.840
H -2.914 -3.709 2.222
H -1.280 0.192 3.864
H -0.020 0.876 1.734
C -2.929 3.712 1.489
C -2.506 2.398 0.896
O -1.447 2.290 0.295
C -3.401 1.215 1.058
C -3.369 0.207 0.098
C -4.190 -0.902 0.227
C -5.014 -1.032 1.338
C -5.039 -0.039 2.308
C -4.254 1.094 2.155
H -2.251 4.494 1.159
H -2.899 3.658 2.580
H -3.955 3.948 1.210
H -2.681 0.282 -0.731
H -4.183 -1.675 -0.532
H -5.634 -1.912 1.451
H -5.666 -0.149 3.182
H -4.301 1.876 2.901
I 0.141 1.519 -2.417
C 0.560 -0.156 -3.599
C 0.917 -0.143 -4.930
C 1.079 -1.364 -5.569
C 0.867 -2.543 -4.868
C 0.515 -2.475 -3.536
N 0.385 -1.293 -2.921
H 1.050 0.794 -5.451
H 1.356 -1.391 -6.614
H 0.965 -3.507 -5.346
H 0.313 -3.348 -2.929
C 4.285 1.050 0.168
N 4.057 -0.331 0.584
C 5.100 -1.019 1.338
C 2.920 -0.918 0.211
C 2.697 -2.362 0.571
O 2.070 -0.254 -0.422
H 5.319 1.311 0.375
H 3.628 1.732 0.709
H 4.090 1.161 -0.896
H 5.674 -0.279 1.890
H 5.779 -1.564 0.679
H 4.670 -1.708 2.060
H 3.574 -2.973 0.362
H 1.848 -2.746 0.011
H 2.475 -2.453 1.637
```

Its HOMO-LUMO gap is 8.26 eV. Its spin multiplicity is 1. Its total charge is +1. For the HOMO energy, the calculation gives -11.96 eV.

=====

# C22H24N2OPZr

C22H24N2OPZr as an isolated structure (wB97M-V/def2-TZVPD, the OMol25 dataset).

XYZ file:
```
51
Properties=species:S:1:pos:R:3
Zr 0.822 -0.360 -1.231
N -1.283 -0.983 -2.131
C -1.460 -2.476 -2.183
C -0.610 -3.122 -3.256
C 0.883 -3.058 -2.996
N 1.425 -1.658 -3.104
H -2.056 -0.608 -1.584
H -1.428 -0.628 -3.075
H -2.510 -2.729 -2.319
H -1.182 -2.867 -1.198
H -0.851 -2.709 -4.242
H -0.891 -4.175 -3.305
H 1.414 -3.724 -3.674
H 1.104 -3.420 -1.986
H 1.186 -1.308 -4.031
H 2.443 -1.733 -3.113
O 2.618 -1.356 -0.407
C 2.011 -0.784 0.506
C 2.112 -0.526 1.896
C 3.129 -0.904 2.775
C 3.046 -0.482 4.096
C 1.975 0.295 4.520
C 0.946 0.677 3.645
C 1.021 0.268 2.335
P -0.224 0.560 1.041
C 0.439 1.735 -0.207
C 1.828 1.797 -0.455
C 2.310 1.797 -1.772
C 1.423 1.763 -2.846
C 0.043 1.878 -2.613
C -0.438 1.883 -1.309
C -1.763 1.176 1.667
C -2.782 0.244 1.908
C -3.973 0.674 2.467
C -4.145 2.020 2.774
C -3.133 2.944 2.532
C -1.932 2.529 1.981
H 3.958 -1.510 2.433
H 3.821 -0.768 4.794
H 1.920 0.610 5.555
H 0.110 1.264 4.002
H 2.539 1.739 0.359
H 3.377 1.782 -1.958
H 1.807 1.704 -3.857
H -0.641 1.934 -3.452
H -1.508 1.868 -1.123
H -2.634 -0.806 1.679
H -4.766 -0.034 2.667
H -5.078 2.352 3.210
H -3.281 3.986 2.779
H -1.141 3.249 1.806
```

Its HOMO-LUMO gap is 7.09 eV. Its spin multiplicity is 1. Its total charge is +3. For the HOMO energy, the calculation gives -17.84 eV.

=====

# C22H24N4O3SSn

C22H24N4O3SSn as an isolated structure (wB97M-V/def2-TZVPD, the OMol25 dataset).

XYZ file:
```
55
Properties=species:S:1:pos:R:3
C -0.930 4.833 0.059
C 0.302 5.271 0.543
H -1.852 4.936 0.738
H -1.256 5.016 -1.016
C 1.491 4.554 0.753
C 1.864 3.287 0.674
H 1.435 2.412 1.315
H 2.551 2.855 -0.148
C 0.260 6.707 0.841
H -0.722 7.111 0.570
H 1.000 7.270 0.288
H 0.395 6.904 1.900
C 2.663 5.332 1.253
H 2.472 5.817 2.213
H 3.030 6.063 0.533
H 3.478 4.606 1.415
Sn -0.119 -1.573 0.949
O -0.433 0.227 -0.019
C 0.278 0.988 -0.841
O 0.914 -1.869 -0.961
C 1.445 -0.951 -1.688
O 2.241 -1.284 -2.666
N 1.292 0.386 -1.551
C 2.692 -0.028 -3.319
C 2.173 1.099 -2.484
H 2.257 0.003 -4.322
H 3.783 -0.050 -3.361
H 1.622 1.845 -3.061
H 2.976 1.605 -1.931
C -0.151 2.216 -1.009
C -1.080 2.724 -0.061
H 0.451 2.992 -1.660
H -1.071 2.543 1.051
H -2.116 2.650 -0.530
N -2.564 -5.196 0.642
C -1.398 -5.928 0.989
C -1.252 -7.249 1.349
C 0.043 -7.661 1.732
C 1.119 -6.755 1.741
C 0.937 -5.409 1.391
C -0.352 -5.006 1.029
N -0.859 -3.748 0.732
C -2.179 -3.871 0.504
C -2.998 -2.753 0.149
C -4.312 -2.707 -0.272
S -4.712 -1.094 -0.759
C -3.143 -0.567 -0.341
N -2.347 -1.526 0.145
H -3.478 -5.526 0.531
H -2.111 -7.918 1.332
H 0.218 -8.696 2.027
H 2.110 -7.110 2.028
H 1.737 -4.669 1.387
H -4.962 -3.568 -0.300
H -2.832 0.459 -0.503
```

Its HOMO-LUMO gap is 5.66 eV. Its spin multiplicity is 1. Its total charge is +2. For the HOMO energy, the calculation gives -13.36 eV.

=====

# C22H24N4O5PtS2

C22H24N4O5PtS2 as an isolated structure (wB97M-V/def2-TZVPD, the OMol25 dataset).

XYZ file:
```
58
Properties=species:S:1:pos:R:3
Pt 0.092 0.041 -0.039
C -3.988 1.506 -1.097
C -2.787 0.895 -0.451
N -1.556 1.275 -0.622
O -1.216 2.303 -1.418
C -2.972 -0.240 0.438
C -4.287 -0.704 0.962
N -1.873 -0.922 0.729
O -1.769 -1.918 1.445
H -3.760 2.264 -1.842
H -4.623 1.970 -0.341
H -4.565 0.722 -1.586
H -1.986 2.686 -1.878
H -5.126 -0.161 0.545
H -4.303 -0.604 2.050
H -4.398 -1.769 0.747
N 1.414 -1.218 0.980
S 2.350 -0.763 2.231
C 2.660 0.932 1.712
C 2.606 1.248 0.354
C 2.828 2.568 -0.033
C 3.104 3.535 0.921
C 3.194 3.193 2.264
C 2.975 1.883 2.667
C 1.169 -0.414 3.564
C 1.353 -1.039 4.785
C 0.405 -0.840 5.783
C -0.698 -0.038 5.544
C -0.862 0.591 4.313
C 0.075 0.401 3.314
H 1.167 -2.200 1.033
H 2.588 0.461 -0.396
H 2.820 2.825 -1.083
H 3.284 4.556 0.615
H 3.448 3.940 3.002
H 3.044 1.613 3.712
H 2.214 -1.668 4.971
H 0.525 -1.324 6.741
H -1.445 0.097 6.313
H -1.715 1.232 4.135
H -0.037 0.897 2.350
N -0.054 -1.601 -1.736
C 0.121 -1.065 -3.078
C -0.183 -1.838 -4.192
C 0.008 -1.325 -5.469
C 0.494 -0.040 -5.579
C 0.825 0.750 -4.498
C 0.625 0.221 -3.230
S 0.796 0.671 -7.267
O -0.022 -0.107 -8.158
O 0.429 2.059 -7.128
O 2.229 0.431 -7.366
H -0.921 -2.125 -1.664
H 0.701 -2.250 -1.519
H -0.553 -2.850 -4.074
H -0.223 -1.911 -6.347
H 1.217 1.746 -4.643
H 0.847 0.817 -2.350
```

Its HOMO-LUMO gap (spin up / spin down) is 7.21 / 5.53 eV. Its spin multiplicity is 5. Its total charge is +2. For the HOMO energy (spin up / spin down), the calculation gives -14.38 / -14.87 eV.

=====

# C22H24N4O5S

One molecule with the formula C22H24N4O5S (wB97M-V/def2-TZVPD, the OMol25 dataset).

XYZ file:
```
56
Properties=species:S:1:pos:R:3
C -1.198 5.499 -5.472
H -0.331 6.143 -5.298
O -0.928 4.163 -5.119
C -0.613 3.889 -3.821
C -0.525 4.824 -2.802
C -0.188 4.416 -1.521
C 0.059 3.085 -1.237
C -0.044 2.130 -2.269
C -0.371 2.540 -3.545
H -0.457 1.846 -4.364
O 0.188 0.827 -1.906
C 0.075 -0.165 -2.898
H -0.929 -0.184 -3.330
H 0.813 -0.020 -3.693
H 0.271 -1.112 -2.396
N 0.415 2.617 0.033
C 0.334 3.262 1.215
O -0.016 4.409 1.387
C 0.754 2.375 2.389
H 0.758 2.973 3.300
H 1.726 1.915 2.217
S -0.427 1.026 2.709
C 0.207 -0.249 1.682
N 1.224 0.030 0.941
C 1.745 -0.940 0.133
C 2.825 -0.634 -0.702
C 3.347 -1.607 -1.522
C 2.815 -2.897 -1.529
C 1.756 -3.214 -0.710
C 1.207 -2.237 0.125
C 0.086 -2.547 0.996
O -0.421 -3.647 1.116
N -0.408 -1.464 1.734
C -1.575 -1.691 2.572
H -2.102 -0.742 2.685
H -2.219 -2.402 2.048
C -1.204 -2.265 3.945
N -1.095 -3.702 3.908
C -1.838 -4.492 4.723
O -2.519 -4.048 5.623
C -1.694 -5.966 4.418
H -1.950 -6.161 3.379
H -2.351 -6.535 5.069
H -0.665 -6.277 4.586
H -0.670 -4.103 3.083
H -0.263 -1.816 4.286
H -1.983 -2.031 4.675
H 1.325 -4.203 -0.696
H 3.239 -3.647 -2.179
H 4.178 -1.371 -2.169
H 3.225 0.368 -0.688
H 0.732 1.648 0.052
H -0.122 5.139 -0.726
H -0.712 5.870 -2.981
H -2.059 5.893 -4.923
H -1.427 5.481 -6.536
```

Its HOMO-LUMO gap is 7.85 eV. Its spin multiplicity is 1. The structure (SMILES) is COc1ccc(NC(=O)CSc2nc3ccccc3c(=O)n2CCNC(C)=O)c(OC)c1. Its total charge is 0. For the HOMO energy, the calculation gives -7.83 eV.

=====

# C22H24N4S3Sn

C22H24N4S3Sn as an isolated structure (wB97M-V/def2-TZVPD, the OMol25 dataset).

XYZ file:
```
54
Properties=species:S:1:pos:R:3
Sn -1.876 -0.893 -0.402
C 1.966 1.941 -3.101
C 2.419 1.203 -1.849
N 1.784 1.706 -0.634
C 2.573 2.642 0.167
C 3.539 1.936 1.110
C 0.559 1.287 -0.272
C -0.003 1.788 1.025
N -0.158 0.479 -0.995
H 2.472 1.541 -3.980
H 2.200 3.004 -3.027
H 0.891 1.841 -3.253
H 3.495 1.313 -1.716
H 2.235 0.129 -1.935
H 1.905 3.299 0.719
H 3.122 3.278 -0.530
H 3.003 1.318 1.831
H 4.134 2.666 1.658
H 4.221 1.289 0.557
H 0.704 1.667 1.845
H -0.902 1.235 1.269
H -0.261 2.846 0.944
H 0.282 0.149 -1.845
C -1.278 -1.946 -2.200
C -0.939 -2.444 -3.254
C -0.511 -3.045 -4.485
C -1.070 -2.655 -5.703
C -0.640 -3.234 -6.886
C 0.349 -4.208 -6.868
C 0.906 -4.604 -5.660
C 0.481 -4.027 -4.475
H -1.843 -1.898 -5.711
H -1.079 -2.926 -7.826
H 0.682 -4.660 -7.794
H 1.674 -5.366 -5.640
H 0.909 -4.332 -3.529
S 1.035 0.540 5.736
C 0.331 -0.250 4.469
S 1.228 -1.235 3.339
C -0.214 -1.481 2.383
N -1.252 -0.887 2.864
N -0.955 -0.234 4.044
C -2.034 0.464 4.665
C -2.941 1.148 3.867
C -4.004 1.814 4.455
C -4.161 1.799 5.834
C -3.256 1.103 6.621
C -2.192 0.429 6.043
S -0.135 -2.299 0.859
H -2.826 1.135 2.793
H -4.711 2.345 3.832
H -4.990 2.322 6.292
H -3.378 1.078 7.696
H -1.486 -0.114 6.654
```

Its HOMO-LUMO gap is 8.11 eV. Its spin multiplicity is 1. Its total charge is 0. For the HOMO energy, the calculation gives -7.75 eV.

=====

# C22H24O3

One molecule with the formula C22H24O3 (wB97M-V/def2-TZVPD, the OMol25 dataset).

XYZ file:
```
49
Properties=species:S:1:pos:R:3
C 3.551 -2.608 0.456
O 3.267 -1.689 1.515
C 3.546 -0.336 1.136
C 2.620 0.178 -0.056
C 2.493 1.751 -0.055
C 1.606 2.287 -1.266
C 1.024 3.742 -0.990
C -0.531 3.863 -1.266
C -1.416 3.835 0.078
C -2.089 2.421 0.123
C -3.357 2.134 -0.561
C -3.954 0.788 -0.546
C -3.225 -0.243 0.195
C -1.959 0.049 0.912
C -1.373 1.380 0.895
C -1.232 -1.116 1.674
O -0.746 -0.988 2.772
C -1.237 -2.478 0.897
C -0.077 -3.364 0.846
C -0.134 -4.625 0.069
C -1.397 -4.914 -0.619
C -2.561 -4.008 -0.588
C -2.509 -2.775 0.186
C -3.687 -1.740 0.280
O -4.841 -2.068 0.425
H 4.443 -2.251 -0.126
H 2.634 -2.721 -0.199
H 3.814 -3.636 0.839
H 3.429 0.302 2.057
H 4.642 -0.291 0.856
H 1.632 -0.349 0.089
H 3.076 -0.189 -1.019
H 3.529 2.164 -0.164
H 2.002 2.076 0.901
H 0.799 1.548 -1.550
H 2.307 2.301 -2.155
H 1.284 4.126 0.042
H 1.563 4.443 -1.696
H -0.808 2.979 -1.913
H -0.745 4.780 -1.886
H -0.687 3.941 0.925
H -2.143 4.682 0.129
H -3.868 2.963 -1.101
H -4.904 0.521 -1.067
H -0.423 1.574 1.450
H 0.864 -3.067 1.379
H 0.763 -5.284 0.032
H -1.474 -5.866 -1.192
H -3.510 -4.221 -1.142
```

Its HOMO-LUMO gap is 8.52 eV. Its spin multiplicity is 1. The structure (SMILES) is COCCCCCCCc1ccc2c(c1)C(=O)c1ccccc1C2=O. Its total charge is 0. For the HOMO energy, the calculation gives -9.05 eV.

=====

# C22H25

A 2-piece molecular cluster, C22H25 overall (wB97M-V/def2-TZVPD, the OMol25 dataset).

XYZ file:
```
47
Properties=species:S:1:pos:R:3
C 2.706 -0.275 1.163
C 3.892 0.306 1.808
H 5.005 -1.424 1.960
C 4.746 1.064 0.940
C 5.401 2.158 1.443
C 6.190 3.017 0.518
C 5.282 2.538 2.886
C 4.379 1.714 3.716
C 4.140 2.093 5.104
C 3.735 0.634 3.185
H 2.173 0.671 1.121
H 2.821 -0.654 0.138
H 2.118 -0.971 1.771
H 4.643 0.907 -0.149
H 6.702 3.794 1.082
H 6.956 2.425 -0.011
H 5.580 3.510 -0.255
H 6.293 2.508 3.317
H 4.991 3.601 2.948
H 4.763 2.919 5.381
H 3.116 2.386 5.315
H 4.364 1.281 5.788
H 2.900 0.155 3.700
C 5.925 -1.833 2.185
C 6.524 -2.416 0.917
C 6.824 -1.473 -0.068
C 7.525 -1.803 -1.211
C 8.038 -3.119 -1.384
C 7.722 -4.077 -0.401
C 6.912 -3.749 0.700
C 5.833 -2.687 3.447
C 5.231 -2.026 4.507
C 5.050 -2.629 5.766
C 5.542 -3.927 5.980
C 6.222 -4.580 4.957
C 6.446 -3.940 3.696
H 6.518 -0.967 2.450
H 6.487 -0.437 0.077
H 7.672 -1.061 -2.002
H 8.624 -3.379 -2.265
H 8.083 -5.124 -0.540
H 6.599 -4.571 1.347
H 4.867 -1.011 4.355
H 4.495 -2.087 6.532
H 5.364 -4.424 6.955
H 6.586 -5.609 5.112
H 7.092 -4.466 3.017
```

Its HOMO-LUMO gap is 6.07 eV. Its spin multiplicity is 1. Its total charge is +1. For the HOMO energy, the calculation gives -11.28 eV.

=====

Quick rundown of relative energy (zero: lowest compared OMol25 entry of this formula, charge and spin), same order as above: 12.0 0.0 42.5 38.3 0.0 0.0 84.4 16.9 kcal per mole